No. 1
Density functional theory data (the ωB97M-V functional and the def2-TZVPD basis) for 6 unconnected molecules or ions with the total composition C28H36IN6.

Each line ends with the Mulliken charge.
CARTESIAN COORDINATES (ANGSTROEM)
I: 4.2421 -0.5636 3.2922  0.0536
C: 3.8802 0.1239 1.2571  -1.0270
C: 4.1715 1.6553 1.0383  -0.5979
C: 2.9384 2.6016 1.3101  -1.0424
C: 1.5919 2.0861 0.7183  0.5828
C: 1.4476 1.8191 -0.7274  -0.0008
C: 0.1377 1.2946 -1.1779  -0.3333
C: -0.9209 1.0684 -0.1531  -0.7584
N: -0.7083 1.3753 1.1772  0.0456
C: 0.4839 1.8633 1.6625  -0.5093
H: 4.5827 -0.4384 0.5786  0.3783
H: 2.8515 -0.2070 0.9729  0.5090
H: 4.5240 1.8261 -0.0100  0.3075
H: 4.9679 1.9401 1.7841  0.4686
H: 3.1606 3.5801 0.7878  0.3456
H: 2.7665 2.8455 2.3912  0.4104
H: 2.2976 1.9924 -1.4273  0.3943
H: 0.0069 1.0572 -2.2638  0.4694
H: -1.9241 0.6483 -0.4064  0.5888
H: -1.4630 1.2062 1.8530  0.3477
H: 0.6661 2.0911 2.7390  0.3579
N: -1.0159 -2.4935 -4.2056  0.0195
C: -0.3912 -2.1115 -3.0524  -0.7844
C: -1.2965 -2.1780 -2.0313  -0.0499
C: -2.5238 -2.6269 -2.5863  -0.7299
C: -2.3173 -2.8168 -3.9294  -0.5335
H: -0.5869 -2.5326 -5.1145  0.2032
H: 0.6485 -1.8228 -3.0583  0.4775
H: -1.0950 -1.9321 -0.9994  0.6148
H: -3.4518 -2.7915 -2.0615  0.4088
H: -2.9820 -3.1500 -4.7098  0.3954
N: 5.2739 -4.1675 -1.2796  0.0324
C: 5.5497 -3.4290 -0.1602  -0.7825
C: 4.3610 -3.1534 0.4667  -0.0098
C: 3.3295 -3.7537 -0.3014  -0.7335
C: 3.9239 -4.3736 -1.3701  -0.4700
H: 5.9577 -4.5069 -1.9342  0.2017
H: 6.5642 -3.1635 0.0915  0.3980
H: 4.2428 -2.5844 1.3767  0.4472
H: 2.2706 -3.7338 -0.0935  0.4764
H: 3.5044 -4.9406 -2.1852  0.3982
N: -2.7039 4.0601 0.8732  0.1125
C: -3.6344 4.1470 -0.1312  -0.2913
C: -4.5200 5.1377 0.1994  -0.7605
C: -4.1079 5.6748 1.4468  -0.6407
C: -2.9844 4.9930 1.8364  -0.3791
H: -1.9365 3.4138 0.8982  0.2630
H: -3.5848 3.4964 -0.9899  0.3532
H: -5.3698 5.4452 -0.3890  0.4065
H: -4.5831 6.4734 1.9955  0.6133
H: -2.3625 5.0889 2.7128  0.3574
N: 3.0333 -8.1108 -4.4815  0.0107
C: 2.1046 -7.9826 -5.4783  -0.4245
C: 1.2551 -6.9621 -5.1362  -0.6347
C: 1.6911 -6.4506 -3.8868  -0.0944
C: 2.7916 -7.1778 -3.5104  -0.7162
H: 3.7783 -8.7857 -4.4656  0.1903
H: 2.1278 -8.6280 -6.3416  0.3707
H: 0.4142 -6.6201 -5.7189  0.3764
H: 1.2481 -5.6407 -3.3272  0.5363
H: 3.4210 -7.1138 -2.6372  0.4164
N: -5.1077 5.7397 4.7877  0.1074
C: -4.4540 6.1195 5.9297  -0.3920
C: -5.3477 6.0601 6.9678  -0.5180
C: -6.5869 5.6227 6.4335  -0.6052
C: -6.4071 5.4308 5.0878  -0.3063
H: -4.6971 5.6940 3.8708  0.2241
H: -3.4128 6.3996 5.9041  0.3319
H: -5.1353 6.3028 7.9971  0.3851
H: -7.5065 5.4660 6.9750  0.3836
H: -7.0892 5.1033 4.3196  0.3540

Cartesian forces (eV/Å) of the 3 atoms listed first:
-0.3 0.5 -0.6
0.6 0.1 -1.2
-0.6 -0.3 1.0

Results
LUMO energy   -4.83 eV
Net charge   +1
Spin multiplicity   1
HOMO energy   -9.68 eV
Kohn-Sham gap   4.85 eV

=====

No. 2
Density functional theory data (the ωB97M-V functional and the def2-TZVPD basis) for CH3NO3 in the gas phase.

Each line ends with the Mulliken charge.
CARTESIAN COORDINATES (ANGSTROEM)
N: 1.1439 -1.0916 -0.2050  -0.3175
O: 1.1488 0.2778 0.0964  -0.1620
O: 0.0842 1.0077 -0.6401  -0.1822
C: -1.0957 0.9856 0.3551  0.2001
O: -2.0895 1.5340 0.0614  -0.3643
H: 1.2712 -1.4519 -1.1964  0.2618
H: 0.5028 -1.6856 0.2467  0.2280
H: -0.9657 0.4240 1.2820  0.3362

Cartesian forces (eV/Å) of the 3 atoms listed first:
1.8 0.4 -1.7
-0.4 -1.9 -1.3
-2.2 -0.9 3.3

Results
LUMO energy   0.78 eV
Net charge   0
Spin multiplicity   1
ΔE to the lowest compared entry with this formula, charge and spin   3.738 eV
HOMO energy   -10.41 eV
Kohn-Sham gap   11.19 eV

=====

No. 3
Density functional theory data (the ωB97M-V functional and the def2-TZVPD basis) for 9 unconnected molecules or ions with the total composition C4H27N2O10.

Each line ends with the Mulliken charge.
CARTESIAN COORDINATES (ANGSTROEM)
N: -0.7502 0.6902 -1.7830  -0.0873
C: 0.5347 0.3378 -1.0908  1.0282
C: 0.3426 -1.0113 -0.3971  -0.7903
C: 1.5347 -1.4594 0.4402  -0.6450
O: 0.9317 -1.9015 1.6918  -0.5976
C: 1.6188 0.2139 -2.1802  0.1923
N: 2.7421 0.9151 -1.9625  -0.2821
O: 1.4284 -0.4857 -3.1547  -0.7313
H: -1.0615 1.6282 -1.5067  0.3487
H: -1.5729 0.0398 -1.5379  0.2790
H: -0.6456 0.6993 -2.8013  0.4383
H: 0.8161 1.1144 -0.3714  -0.2606
H: 0.1397 -1.7983 -1.1446  0.5667
H: -0.5356 -0.9566 0.2494  0.2469
H: 2.2204 -0.6484 0.7009  0.3417
H: 2.0788 -2.2991 0.0061  0.2898
H: 1.5833 -2.3637 2.2373  0.3189
H: 2.7960 1.5833 -1.1914  0.1524
H: 3.4805 0.9216 -2.6426  0.2742
H: -1.0232 2.7560 1.0827  0.4491
H: -2.1660 3.6442 0.4917  0.2852
O: -1.7685 2.7691 0.4215  -0.6972
H: -2.4972 -1.8334 -0.7153  0.3491
H: -3.0164 -0.4832 -0.0796  0.4460
O: -2.7492 -0.9042 -0.9252  -0.8062
H: 0.0373 -0.5996 2.5355  0.3638
H: -1.4086 0.0899 2.4862  0.4455
O: -0.5124 0.1399 2.8797  -0.7955
H: -0.0740 1.6193 2.5884  0.4331
H: 0.0612 3.0518 3.1478  0.2717
O: 0.1568 2.5737 2.3139  -0.7595
H: 1.5429 2.9992 1.3304  0.3577
H: 2.6989 3.9539 0.9699  0.3166
O: 2.2010 3.2086 0.6342  -0.6299
H: -1.7219 -4.1622 -0.4759  0.3110
H: -1.0923 -3.3548 0.6698  0.2941
O: -1.8320 -3.3596 0.0493  -0.6551
H: 1.4502 -2.5111 -2.6910  0.3258
H: 1.7385 -4.0093 -2.6894  0.3025
O: 1.4175 -3.2913 -2.1211  -0.6148
H: -2.6338 1.3900 1.1121  0.4307
H: -3.6616 0.6028 1.9483  0.2993
O: -2.8291 0.4906 1.4749  -0.8063

Cartesian forces (eV/Å) of the 3 atoms listed first:
-0.5 0.7 -0.1
0.3 -0.5 -0.1
0.2 -0.3 -0.5

Results
LUMO energy   -2.43 eV
Net charge   +1
Spin multiplicity   1
ΔE to the lowest compared entry with this formula, charge and spin   0.012 eV
HOMO energy   -13.76 eV
Kohn-Sham gap   11.33 eV

=====

No. 4
Density functional theory data (the ωB97M-V functional and the def2-TZVPD basis) for a molecular structure, C37H27FI2O20.

Each line ends with the Mulliken charge.
CARTESIAN COORDINATES (ANGSTROEM)
C: 1.8246 0.8102 5.6254  -1.3161
C: 0.9513 2.0356 5.4823  -0.5134
O: -0.3719 1.8032 4.9343  -0.3507
C: -0.5390 0.7429 4.1217  0.2979
C: -0.3044 0.7576 2.8116  -0.1244
C: 0.1731 2.0029 2.1156  -0.3311
C: 1.1407 1.7678 0.9808  -0.1411
O: 2.3150 1.6517 1.1948  -0.5439
C: -0.5906 -0.4588 1.9880  0.4131
O: -0.6620 -0.3472 0.7833  -0.2942
C: -0.7733 -1.7816 2.6515  0.1044
C: -0.7373 -3.0694 1.9176  -1.6938
I: 0.8245 -4.3329 2.4804  0.1524
C: -1.6489 -3.4066 1.0084  0.4771
C: -2.7830 -2.5140 0.5800  -1.3694
I: -1.6775 -5.2432 0.0571  0.1017
C: -0.9893 -1.7442 3.9653  1.7498
F: -1.1990 -2.8346 4.6672  -0.3132
C: -1.0837 -0.4870 4.7709  0.3642
O: -1.5777 -0.4895 5.8643  -0.5394
H: 2.1569 0.3927 4.6735  0.3169
H: 2.7292 1.1346 6.1454  0.4626
H: 1.3607 0.0476 6.2525  0.2991
H: 0.7661 2.4608 6.4628  0.5249
H: 1.4558 2.8097 4.8993  0.3106
H: -0.7013 2.5418 1.7312  0.3561
H: 0.6609 2.6614 2.8334  0.1625
H: 0.7353 1.7155 -0.0400  0.3963
H: -3.1676 -1.9259 1.4141  0.3096
H: -3.5845 -3.1003 0.1378  0.5984
H: -2.4202 -1.8552 -0.2071  0.3022
C: -0.3414 -1.0662 -4.3264  -0.1880
C: -0.6061 -0.1960 -5.3108  0.2600
C: -1.3086 1.1215 -5.0548  1.1118
O: -1.4814 1.8381 -6.0250  -0.6455
C: -1.7241 1.4376 -3.7084  -0.9894
C: -1.4625 0.5683 -2.7181  0.3023
C: -0.7399 -0.7426 -2.9733  0.7726
O: -0.5400 -1.4606 -2.0116  -0.5512
O: -1.8016 0.7770 -1.4584  -0.6006
O: -0.2891 -0.3903 -6.5796  -0.5656
H: 0.1605 -2.0084 -4.4986  0.0430
H: -2.2365 2.3740 -3.5384  0.4838
H: -1.4871 0.0201 -0.9205  0.0904
H: -0.5986 0.4046 -7.0597  0.3725
C: 3.3264 -1.0513 -1.1959  -1.0434
C: 3.5736 -2.1356 -0.4475  0.3847
C: 3.9381 -3.4725 -1.0574  1.0116
O: 4.1599 -4.3851 -0.2827  -0.6525
C: 4.0023 -3.5851 -2.5034  -0.9611
C: 3.7617 -2.4969 -3.2451  0.1316
C: 3.4150 -1.1605 -2.6303  1.2627
O: 3.2283 -0.2421 -3.4128  -0.7105
O: 3.7936 -2.4531 -4.5722  -0.6662
O: 3.5319 -2.1323 0.8781  -0.5906
H: 3.0757 -0.0906 -0.7693  0.5586
H: 4.2474 -4.5461 -2.9325  0.4784
H: 3.5930 -1.5181 -4.7949  0.4152
H: 3.7673 -3.0348 1.1691  0.3241
C: -1.2004 -4.6080 -4.9216  -1.3369
C: -2.1552 -4.6362 -5.8615  0.3887
C: -1.9220 -4.0842 -7.2556  1.0641
O: -2.8550 -4.1757 -8.0329  -0.6486
C: -0.6387 -3.4937 -7.5727  -0.6644
C: 0.3148 -3.4698 -6.6286  0.1685
C: 0.0845 -4.0379 -5.2460  0.9836
O: 1.0218 -3.9684 -4.4732  -0.5120
O: 1.5256 -2.9649 -6.7945  -0.6165
O: -3.3678 -5.1305 -5.6831  -0.5984
H: -1.3197 -4.9912 -3.9187  0.5681
H: -0.4903 -3.0927 -8.5652  0.4815
H: 2.0043 -3.1020 -5.9477  0.3566
H: -3.8335 -5.0157 -6.5364  0.3733
C: 0.0836 6.9275 6.2601  -1.1670
C: -0.5699 8.0094 5.8093  0.3274
C: -1.8745 7.9076 5.0428  1.0853
O: -2.3796 8.9621 4.7012  -0.6283
C: -2.4187 6.5997 4.7656  -0.8893
C: -1.7655 5.5142 5.2107  0.3962
C: -0.4767 5.6226 6.0052  0.9733
O: 0.0108 4.5702 6.3788  -0.5211
O: -2.1753 4.2783 4.9930  -0.5549
O: -0.1575 9.2511 5.9846  -0.5771
H: 1.0104 6.9917 6.8121  0.4557
H: -3.3383 6.5358 4.2014  0.4473
H: -1.5285 3.6597 5.3911  0.2602
H: -0.8292 9.8222 5.5585  0.3769

Cartesian forces (eV/Å) of the 3 atoms listed first:
0.2 0.1 0.0
0.3 -0.1 0.4
-0.1 0.2 0.0

Results
LUMO energy   -1.94 eV
Net charge   0
Spin multiplicity   1
HOMO energy   -9.09 eV
Kohn-Sham gap   7.15 eV

=====

No. 5
Density functional theory data (the ωB97M-V functional and the def2-TZVPD basis) for a molecular structure, C29H42CoN3O10P2.

Each line ends with the Mulliken charge.
CARTESIAN COORDINATES (ANGSTROEM)
Co: -0.0406 -1.2800 1.0682  1.7216
C: -1.7149 -4.7906 -0.9977  -0.5971
O: -2.0374 -5.4901 0.1993  -0.5236
C: -2.2831 -4.8558 1.3844  0.1711
C: -2.9919 -5.6031 2.3012  -0.6418
C: -3.3141 -5.1026 3.5638  -0.7207
C: -2.9147 -3.8412 3.9120  -1.0259
C: -2.1792 -3.0499 3.0145  0.6975
C: -1.7712 -1.7538 3.4407  -0.1387
N: -1.0949 -0.9003 2.7583  1.2597
N: -0.8071 0.2830 3.3587  -1.2029
C: -0.0983 1.0649 2.6042  0.1287
O: 0.1941 0.7851 1.3825  0.1272
C: 0.4000 2.3190 3.2290  0.1636
C: 0.4276 2.4616 4.6147  -0.9095
C: 0.9928 3.5861 5.1924  -0.6285
C: 1.5287 4.5870 4.3935  -0.3895
C: 1.4753 4.4691 3.0123  -0.8590
C: 0.9214 3.3376 2.4366  0.3827
C: -1.8483 -3.5312 1.7198  0.8772
O: -1.2014 -2.8193 0.8575  -1.2775
H: -1.7675 -5.5401 -1.7862  0.3550
H: -0.7178 -4.3604 -0.9714  0.2743
H: -2.4412 -4.0006 -1.1995  0.2602
H: -3.2869 -6.6021 2.0079  0.4765
H: -3.8840 -5.7108 4.2530  0.3726
H: -3.1659 -3.4342 4.8845  0.3973
H: -2.0546 -1.4548 4.4467  0.3982
H: 0.0082 1.6712 5.2220  0.4439
H: 1.0268 3.6794 6.2701  0.3917
H: 1.9900 5.4549 4.8473  0.3968
H: 1.8725 5.2556 2.3832  0.4139
H: 0.9040 3.2323 1.3645  0.3328
C: -1.6331 -2.0060 -3.1604  -0.9116
C: -0.9886 -0.6597 -3.4403  1.4467
C: -1.0107 -0.2843 -4.9088  -1.7999
O: -1.6916 0.4119 -2.7424  -0.0316
P: -1.3090 0.7447 -1.2291  -1.0341
O: -1.3811 -0.4745 -0.3981  0.3940
C: 0.2560 1.6639 -1.3549  -0.6450
P: 1.6826 0.5996 -0.9987  0.1299
O: 1.3874 -0.7850 -0.5739  -1.0487
O: 2.4103 0.4434 -2.4179  -0.2144
C: 3.1429 1.4949 -3.0726  0.8724
C: 2.4774 1.7865 -4.4091  -1.3891
C: 4.5777 1.0286 -3.2492  -1.6128
O: 2.6493 1.5168 -0.1440  -0.2900
C: 3.8045 0.9682 0.5596  0.6253
C: 3.4733 0.7011 2.0154  -0.9059
C: 4.9083 2.0044 0.4407  -1.6449
O: -2.2770 1.9289 -0.8492  -0.2958
C: -3.7334 1.8934 -0.8295  0.4020
C: -4.2905 0.5433 -0.4059  -1.1194
C: -4.2646 2.3273 -2.1866  -1.2050
H: -1.0723 -2.7903 -3.6699  0.4707
H: -2.6670 -2.0200 -3.5105  0.3396
H: -1.6204 -2.2063 -2.0911  -0.2511
H: 0.0482 -0.6906 -3.0872  -0.1259
H: -2.0392 -0.2415 -5.2693  0.3444
H: -0.4592 -1.0204 -5.4933  0.3862
H: -0.5518 0.6943 -5.0545  0.3638
H: 0.2066 2.4802 -0.6462  0.6525
H: 0.3217 2.0564 -2.3682  0.5020
H: 3.1262 2.3875 -2.4395  0.2789
H: 2.3592 0.8523 -4.9600  0.2628
H: 3.0945 2.4648 -4.9977  0.4832
H: 1.4947 2.2412 -4.2781  0.2930
H: 4.5929 0.1060 -3.8308  0.3608
H: 5.0425 0.8296 -2.2842  0.3154
H: 5.1539 1.7914 -3.7728  0.3999
H: 4.0966 0.0327 0.0731  0.4818
H: 3.1355 1.6203 2.4974  0.0846
H: 4.3707 0.3415 2.5196  0.5662
H: 2.7059 -0.0614 2.1088  -0.1023
H: 4.5883 2.9257 0.9301  0.3308
H: 5.1466 2.2305 -0.5993  0.3736
H: 5.8032 1.6319 0.9373  0.4171
H: -3.9945 2.6442 -0.0828  0.3653
H: -4.0630 -0.2117 -1.1603  0.2092
H: -5.3713 0.6174 -0.2931  0.5179
H: -3.8554 0.2198 0.5389  0.1798
H: -3.9587 1.6165 -2.9530  0.1450
H: -3.8827 3.3140 -2.4501  0.3319
H: -5.3530 2.3720 -2.1504  0.4483
O: 2.2285 -4.4629 2.1282  -0.6151
C: 1.7432 -3.3940 1.9918  0.8519
N: 1.3132 -2.2840 1.9041  -0.5125

Cartesian forces (eV/Å) of the 3 atoms listed first:
-2.3 0.4 1.0
-0.1 0.0 0.1
0.2 0.0 0.0

Results
LUMO energy (spin up / spin down)   -0.58 / -0.74 eV
Net charge   0
Spin multiplicity   1
HOMO energy (spin up / spin down)   -7.36 / -7.33 eV
Kohn-Sham gap (spin up / spin down)   6.78 / 6.59 eV

=====

no.,electronic energy (eV)
1,-46652.23128
2,-8713.22900
3,-28038.40540
4,-98671.70537
5,-111909.64518